The following is a DFT calculation (ωB97M-V/def2-TZVPD) of a molecular structure, C33H35N7OS2Ti at a distorted geometry.

Values from the calculation:
Net charge: 0
Frontier orbital gap (alpha / beta): 0.18377 / 0.18338 Ha
HOMO (alpha / beta): -5.35 / -5.34 eV
Calculated total energy: -92056.1053 eV
Spin multiplicity: 1
LUMO (alpha / beta): -0.35 / -0.35 eV

CARTESIAN COORDINATES (ANGSTROEM)
Ti: 0.53085 0.52956 0.25705
C: -1.63501 -0.94659 2.26808
N: -0.65336 -1.47064 1.28150
C: -1.38929 -2.21167 0.23243
C: -0.47796 -3.05214 -0.65431
N: 0.50708 -2.28258 -1.42100
C: 1.74256 -3.06081 -1.51981
C: -0.01516 -1.91702 -2.71429
C: 0.12532 -2.76296 -3.81041
C: -0.39203 -2.44217 -5.05250
C: -1.05357 -1.23962 -5.22708
C: -1.21009 -0.39230 -4.15256
C: -0.71641 -0.71594 -2.88668
S: -1.11286 0.39815 -1.59834
C: 0.23933 -2.38566 1.98056
C: -0.27645 -3.50895 2.61812
C: 0.52918 -4.37916 3.32500
C: 1.89064 -4.12489 3.41050
C: 2.41843 -3.01823 2.78662
C: 1.61643 -2.13745 2.04792
S: 2.38061 -0.78922 1.25511
H: -1.47527 -1.39053 3.25525
H: -2.65777 -1.17557 1.95798
H: -1.54419 0.13385 2.36114
H: -1.93948 -1.48908 -0.37623
H: -2.11292 -2.90677 0.68814
H: -1.11620 -3.64562 -1.33133
H: 0.06512 -3.75262 -0.01234
H: 2.36503 -2.66800 -2.32147
H: 1.55574 -4.12465 -1.71959
H: 2.28072 -2.99018 -0.57229
H: 0.64110 -3.70543 -3.70007
H: -0.28027 -3.13596 -5.87134
H: -1.45385 -0.96785 -6.19192
H: -1.73326 0.54655 -4.25651
H: -1.33624 -3.71129 2.55919
H: 0.09820 -5.23589 3.81607
H: 2.53485 -4.78896 3.96657
H: 3.47308 -2.80177 2.84664
C: 0.84219 1.55222 4.61732
C: 0.70052 2.95391 4.60711
C: 0.53502 3.57386 3.39970
C: 0.50188 2.81132 2.21322
N: 0.58698 1.43276 2.23568
C: 0.76794 0.86436 3.42917
C: 0.46665 3.37806 0.90595
C: 0.28068 4.74094 0.56961
C: 0.37001 5.11508 -0.75775
C: 0.71069 4.18466 -1.73033
C: 0.91476 2.84814 -1.33793
N: 0.70710 2.46311 -0.06009
C: 1.53181 1.79971 -2.09564
C: 2.00183 1.90771 -3.41302
C: 2.87840 0.97366 -3.90679
C: 3.32318 -0.04000 -3.03983
C: 2.74942 -0.14662 -1.79575
N: 1.80940 0.68189 -1.33040
H: 1.01506 1.02166 5.53811
H: 0.74218 3.52211 5.52399
H: 0.45572 4.65116 3.33419
H: 0.86331 -0.21558 3.44099
H: 0.09300 5.48023 1.33474
H: 0.21529 6.14831 -1.03336
H: 0.82388 4.47997 -2.75953
H: 1.67382 2.73923 -4.01959
H: 3.25799 1.04077 -4.91498
H: 4.09938 -0.72942 -3.33693
H: 3.07050 -0.91729 -1.10638
C: -4.30872 0.74769 -0.10890
N: -4.01313 1.96965 0.60235
C: -2.75937 2.24628 1.03397
N: -2.63015 3.36819 1.80743
O: -1.79852 1.52271 0.80203
H: -5.20841 0.88419 -0.70318
H: -4.45619 -0.08940 0.58098
H: -3.46368 0.52730 -0.76183
H: -4.78989 2.47058 1.00344
H: -3.30257 4.11293 1.75161
H: -1.67057 3.64401 1.95680